DFT (the ωB97M-V functional and the def2-TZVPD basis) results for a cluster of 2 separate species, ClHNO in total.

The total energy comes out at -16071.883 eV. As for the lowest unoccupied orbital energy (spin up / spin down): 4.3 / 4.3 eV. For the energy above the lowest of the compared OMol25 structures with the same formula, charge and spin, the calculation gives 3.8209 eV. Its total charge is -1. Its spin multiplicity is 1.

Element x y z (Å)
N 0.184 -0.219 0.472
O -0.052 1.608 -0.169
Cl -1.169 -1.210 -0.195
H 1.037 -0.179 -0.109

Let us look at the natural (NBO) charges, expressed in e, one per atom: -0.526, -0.748, -0.064, 0.339

DFT (the ωB97M-V functional and the def2-TZVPD basis) results for a cluster of 9 separate species, C46H119N9O14 in total.

The total energy comes out at -91694.057 eV. As for the lowest unoccupied orbital energy: 0.3 eV. As for the SMILES: COC[C@H](C)N.COC[C@H](C)N.COC[C@H](C)N.COC[C@H](C)N.COCCNCCOC.COCCNCCOC.COCCNCCOC.COCCNCCOC.COCCNCCOC. For the energy above the lowest of the compared OMol25 structures with the same formula, charge and spin, the calculation gives 5.5978 eV. Its total charge is 0. Its spin multiplicity is 1.

Element x y z (Å)
C 0.548 -1.943 -3.058
O 0.092 -3.269 -2.966
C 0.293 -3.969 -4.190
C 1.738 -4.429 -4.361
C 1.870 -5.293 -5.632
N 2.101 -5.347 -3.255
H 0.390 -1.379 -2.135
H 0.061 -1.339 -3.830
H 1.633 -1.839 -3.176
H -0.379 -4.829 -4.207
H -0.055 -3.349 -5.026
H 2.420 -3.580 -4.363
H 1.077 -6.022 -5.781
H 2.862 -5.713 -5.773
H 1.769 -4.561 -6.447
H 1.616 -4.944 -2.445
H 1.589 -6.221 -3.352
C 1.903 -1.689 3.282
O 1.862 -2.425 2.059
C 2.357 -3.739 2.079
C 2.629 -4.170 0.634
C 3.130 -5.560 0.389
N 3.517 -3.191 -0.063
H 2.842 -1.147 3.396
H 1.826 -2.346 4.153
H 0.992 -1.100 3.217
H 3.236 -3.813 2.732
H 1.647 -4.480 2.462
H 1.610 -4.094 0.226
H 4.164 -5.822 0.604
H 2.925 -5.790 -0.658
H 2.523 -6.291 0.941
H 3.083 -3.069 -0.977
H 3.273 -2.301 0.378
C -6.154 -2.861 -3.002
O -4.928 -3.501 -2.785
C -4.405 -3.490 -1.477
C -3.881 -4.881 -1.132
C -3.804 -5.121 0.354
N -2.591 -5.178 -1.786
H -6.781 -2.920 -2.105
H -6.690 -3.309 -3.839
H -5.993 -1.807 -3.265
H -3.595 -2.756 -1.348
H -5.187 -3.150 -0.784
H -4.646 -5.482 -1.631
H -3.394 -6.104 0.581
H -4.777 -5.112 0.856
H -3.232 -4.348 0.876
H -1.993 -4.354 -1.774
H -2.841 -5.324 -2.760
C -1.319 -2.554 2.412
O -1.706 -1.485 1.590
C -0.821 -1.248 0.494
C -1.224 0.117 -0.057
C -2.558 0.008 -0.774
N -0.215 0.596 -0.992
H -2.079 -2.723 3.175
H -0.311 -2.518 2.831
H -1.356 -3.468 1.795
H 0.188 -1.087 0.890
H -0.873 -2.089 -0.199
H -1.393 0.889 0.699
H -2.662 -0.789 -1.523
H -2.691 0.871 -1.439
H -3.388 -0.131 -0.088
H 0.729 0.884 -0.762
H -0.538 1.215 -1.714
C 6.782 6.353 2.563
O 6.298 5.179 3.144
C 5.967 4.185 2.190
C 4.752 4.500 1.328
N 4.644 3.534 0.241
C 3.323 3.443 -0.389
C 2.237 2.735 0.419
O 2.287 1.318 0.439
C 3.293 0.711 1.207
H 7.789 6.247 2.131
H 6.694 7.200 3.236
H 6.279 6.652 1.630
H 5.731 3.247 2.696
H 6.860 4.030 1.573
H 4.691 5.563 1.085
H 3.871 4.360 1.979
H 4.802 2.646 0.699
H 3.514 2.763 -1.227
H 2.948 4.408 -0.718
H 1.306 2.889 -0.139
H 2.035 3.227 1.379
H 3.568 1.171 2.163
H 4.248 0.670 0.660
H 3.060 -0.343 1.345
C 2.103 2.179 5.708
O 1.107 1.163 5.562
C 0.149 1.465 4.568
C -1.141 0.674 4.778
N -2.164 1.111 3.831
C -3.401 0.380 3.972
C -4.337 0.761 2.818
O -4.609 2.163 2.824
C -5.179 2.539 1.574
H 2.695 1.820 6.547
H 1.589 3.052 6.123
H 2.616 2.319 4.758
H 0.527 1.136 3.589
H 0.055 2.554 4.502
H -1.496 0.795 5.814
H -0.993 -0.402 4.659
H -2.222 2.117 3.917
H -3.950 0.739 4.858
H -3.198 -0.685 4.040
H -5.285 0.240 2.984
H -3.839 0.528 1.877
H -5.735 3.464 1.746
H -5.721 1.742 1.074
H -4.366 2.961 0.966
C 5.590 9.607 -1.911
O 4.259 9.311 -1.535
C 3.771 8.088 -2.060
C 2.323 7.901 -1.564
N 1.741 6.681 -2.104
C 0.469 6.345 -1.472
C -0.215 5.268 -2.342
O 0.643 4.175 -2.450
C 0.070 3.086 -3.159
H 5.693 10.692 -1.920
H 5.696 9.311 -2.961
H 6.344 9.176 -1.251
H 4.448 7.295 -1.734
H 3.708 8.163 -3.150
H 1.800 8.826 -1.814
H 2.327 7.866 -0.466
H 2.445 5.976 -2.237
H -0.100 7.269 -1.396
H 0.617 5.922 -0.469
H -0.375 5.754 -3.310
H -1.171 5.103 -1.829
H -0.277 3.415 -4.141
H -0.694 2.654 -2.516
H 0.885 2.367 -3.255
C 0.436 -5.818 4.695
O 0.686 -4.917 5.762
C -0.351 -3.977 5.933
C 0.091 -3.019 7.026
N 1.368 -2.422 6.643
C 1.974 -1.595 7.659
C 3.273 -0.951 7.115
O 4.268 -1.949 7.043
C 5.568 -1.410 6.863
H -0.151 -5.490 3.832
H 0.005 -6.726 5.117
H 1.382 -6.086 4.218
H -1.334 -4.408 6.156
H -0.541 -3.371 5.037
H 0.199 -3.517 8.001
H -0.644 -2.221 7.163
H 1.980 -3.133 6.268
H 2.157 -2.129 8.601
H 1.282 -0.755 7.782
H 3.426 -0.085 7.766
H 2.994 -0.708 6.083
H 5.685 -0.495 6.283
H 6.104 -2.237 6.384
H 6.082 -1.324 7.828
C -3.266 1.165 -10.303
O -4.480 0.502 -10.014
C -4.348 -0.403 -8.894
C -5.644 -0.163 -8.130
N -5.761 -0.882 -6.866
C -4.701 -0.624 -5.887
C -5.112 -0.481 -4.445
O -6.360 0.258 -4.425
C -7.117 0.086 -3.273
H -2.755 1.622 -9.449
H -3.486 1.896 -11.077
H -2.491 0.487 -10.687
H -3.367 -0.341 -8.421
H -4.429 -1.422 -9.290
H -6.348 -0.627 -8.821
H -5.886 0.890 -7.956
H -6.560 -0.487 -6.375
H -4.309 0.356 -6.225
H -3.815 -1.254 -6.008
H -4.461 -0.029 -3.698
H -5.432 -1.438 -4.012
H -7.725 -0.826 -3.367
H -7.774 0.949 -3.142
H -6.534 0.026 -2.343

These are the Mulliken partial charges, in e, on atoms 1 to 99: -0.391, 0.262, -1.050, 0.651, -1.619, -0.617, -0.272, 0.229, 0.289, 0.267, 0.438, 0.267, 0.364, 0.403, 0.389, 0.100, 0.317, -1.108, 0.443, -0.751, 1.246, -1.467, -0.839, 0.460, 0.293, 0.033, 0.442, -0.128, -0.182, 0.379, 0.236, 0.340, 0.349, 0.234, -1.227, -0.309, 0.196, 0.308, -1.372, -0.659, 0.521, 0.368, 0.522, -0.637, 0.505, 0.455, 0.420, 0.446, -0.035, 0.112, 0.388, -0.055, -0.091, 1.191, 0.828, -1.455, 0.788, 0.426, -0.766, 0.212, -0.857, -0.163, -0.202, 0.004, 0.343, 0.333, -0.242, -0.381, -0.635, -0.338, -0.767, 0.171, -0.327, -0.168, -0.217, -0.157, 0.292, 0.322, 0.287, 0.186, 0.302, 0.358, 0.141, 0.101, 0.242, 0.404, -0.395, 0.033, 0.271, 0.271, 0.428, -1.178, -0.743, -0.213, -0.266, -0.115, 0.029, -0.788, 0.756

DFT (the ωB97M-V functional and the def2-TZVPD basis) results for a structure of composition C2H8AlB2NO3.

The total energy comes out at -17766.370 eV. As for the lowest unoccupied orbital energy: -12.7 eV. Its total charge is +2. Its spin multiplicity is 1.

Element x y z (Å)
N 2.768 -0.027 0.577
B 1.684 -0.136 -0.282
O 1.648 -0.430 -1.561
C 0.185 0.258 0.547
C -0.596 1.225 -0.432
O -1.874 0.664 -0.343
B -1.759 -0.704 0.011
O -0.466 -0.893 0.562
H 2.977 -0.914 1.033
H 3.605 0.335 0.122
H 1.114 -1.199 -1.830
H 0.409 0.617 1.542
H -0.539 2.252 -0.114
H -0.248 1.114 -1.449
H -2.083 -1.538 -0.828
H -2.638 -0.839 0.932
Al -4.186 0.215 1.515

Let us look at the natural (NBO) charges, expressed in e, one per atom: -1.048, 1.165, -0.822, -0.010, -0.092, -0.605, 0.420, -0.388, 0.452, 0.459, 0.554, 0.287, 0.242, 0.217, 0.129, -0.077, 1.116